No. 1
Molecular formula: C24H44ClN3O6S2
Method: DFT, ωB97M-V/def2-TZVPD

Geometry as XYZ:
```
80
C24H44ClN3O6S2, DFT ωB97M-V/def2-TZVPD
C -3.64801 4.38771 -2.17923
C -2.02397 4.34926 -1.95332
Cl -1.62660 4.17497 -0.15140
C -1.25308 3.17705 -2.85572
C 0.10027 3.88457 -3.45151
O -0.37473 4.54546 -4.68292
S 1.12446 5.20742 -5.26102
O 0.82342 5.50768 -6.74886
O 1.22537 6.48948 -4.38258
O 2.08364 3.84324 -4.86847
C 1.40824 2.97761 -3.84496
N 2.44507 3.06796 -2.70630
C 2.06660 2.26976 -1.65497
S 1.50876 1.17381 -0.47391
H -4.01921 3.83862 -3.14607
H -4.14969 3.97364 -1.18036
H -3.93976 5.54073 -2.28005
H -1.60605 5.38366 -2.36800
H -0.97459 2.22537 -2.20026
H -1.91697 2.85369 -3.78026
H 0.51099 4.53646 -2.56308
H 1.27665 1.91565 -4.31796
C 4.27798 -4.42706 1.94098
C 4.63573 -3.13201 1.15917
C 6.17830 -3.01007 1.02417
C 6.87344 -2.59695 2.31829
C 6.24321 -1.33583 2.90243
C 4.70514 -1.44061 3.07350
N 4.01640 -1.94410 1.83880
O 3.99033 -0.88825 0.90856
C 4.37542 -2.36400 4.27715
C 4.16658 -0.04674 3.53730
C 4.04366 -3.38828 -0.26627
H 3.27404 -4.36533 2.37743
H 4.27776 -5.30866 1.28781
H 4.98912 -4.66128 2.73462
H 6.42729 -2.27125 0.25024
H 6.60318 -3.96232 0.68118
H 6.83929 -3.41107 3.04951
H 7.93485 -2.41286 2.11755
H 6.71743 -1.11561 3.86606
H 6.48982 -0.49252 2.24185
H 3.29528 -2.53481 4.35816
H 4.70198 -1.91119 5.22154
H 4.87205 -3.33172 4.23861
H 4.42020 0.76010 2.83936
H 4.59925 0.24068 4.50353
H 3.07668 -0.06483 3.65891
H 2.95185 -3.48250 -0.22868
H 4.44046 -4.31691 -0.69551
H 4.29719 -2.59635 -0.97955
C -5.30963 -2.49265 -0.39812
C -4.86090 -1.14841 -1.03689
C -3.30971 -1.07779 -1.07500
C -2.67725 -0.81095 0.28787
C -3.29533 0.41738 0.94970
C -4.84353 0.36042 1.02549
N -5.47631 -0.00194 -0.28624
O -5.41032 1.13320 -1.11567
C -5.27576 -0.65290 2.11933
C -5.35840 1.72791 1.58490
C -5.37727 -1.25160 -2.51026
H -6.33455 -2.42943 -0.01378
H -5.30297 -3.31144 -1.12846
H -4.65493 -2.82581 0.40861
H -2.98974 -0.28335 -1.76298
H -2.89962 -2.01199 -1.48002
H -2.78307 -1.68524 0.93829
H -1.60004 -0.65300 0.16360
H -2.87079 0.53087 1.95411
H -2.98065 1.30574 0.38388
H -6.36418 -0.78615 2.12474
H -4.98912 -0.30021 3.11783
H -4.81245 -1.63270 2.01954
H -5.03583 2.58304 0.97898
H -4.97307 1.90973 2.59578
H -6.45349 1.74340 1.64415
H -6.47207 -1.30425 -2.54164
H -4.98931 -2.15342 -3.00042
H -5.05443 -0.40992 -3.13281
```

The multiplicity is 3. As for the charge: 0. As for the HOMO energy (alpha / beta): -0.340 / -0.362 hartree. As for the total energy: -2812.75905 Eh.


No. 2
Molecular formula: C24H44HgN3OP2
Method: DFT, ωB97M-V/def2-TZVPD

Geometry as XYZ:
```
75
C24H44HgN3OP2, DFT ωB97M-V/def2-TZVPD
Hg 0.09107 -0.07791 -0.86260
P 0.03647 -2.30341 -1.25120
P 0.03647 2.17569 -1.02120
N 0.24197 0.02849 -2.93490
C 0.09897 -2.39671 -3.10720
H 0.56387 -3.32771 -3.47640
H -0.94473 -2.35931 -3.46840
C 0.83607 -1.13591 -3.56680
H 1.93137 -1.24981 -3.35050
H 0.76017 -1.05301 -4.67540
C 0.83607 1.25139 -3.44430
H 0.76017 1.28239 -4.55550
H 1.93137 1.34249 -3.21750
C 0.09897 2.45849 -2.85790
H -0.94473 2.45829 -3.22100
H 0.56387 3.42239 -3.12980
C 1.53967 3.09459 -0.37270
C 1.86797 2.74169 1.08810
H 2.86587 3.13819 1.34870
H 1.87817 1.65399 1.25470
H 1.13797 3.18539 1.78550
C -1.53963 3.04619 -0.46920
C -1.66103 3.10359 1.06290
H -2.68913 3.39119 1.34890
H -0.97783 3.86089 1.48520
H -1.43103 2.13409 1.53360
C -1.53963 -3.22591 -0.79120
C -1.66103 -3.43991 0.72690
H -2.68913 -3.75531 0.98200
H -1.43103 -2.52361 1.29440
H -0.97783 -4.23641 1.06950
C 1.53967 -3.28381 -0.70020
C 1.86797 -3.08241 0.78910
H 2.86587 -3.50361 1.00770
H 1.13797 -3.59531 1.43740
H 1.87817 -2.01761 1.06620
C 1.84677 -0.08401 -0.74410
O 3.02087 -0.08561 -0.71170
C -1.82793 4.41129 -1.11620
H -1.15093 5.19419 -0.73930
H -1.73853 4.37999 -2.21490
H -2.86133 4.72189 -0.87400
C -1.82803 -4.51751 -1.57460
H -2.86133 -4.85131 -1.36550
H -1.73853 -4.37401 -2.66430
H -1.15093 -5.33491 -1.27980
C 1.54407 -4.77271 -1.07930
H 2.55467 -5.19241 -0.92440
H 0.84857 -5.34841 -0.44500
H 1.26947 -4.94221 -2.13430
C 1.54407 4.61429 -0.59740
H 0.84857 5.12209 0.09250
H 2.55477 5.01599 -0.40020
H 1.26947 4.89109 -1.62940
H 2.33037 2.64739 -1.00770
H 2.33037 -2.77401 -1.28600
H -2.30023 2.33169 -0.84180
H -2.30023 -2.47701 -1.08870
H -2.76773 -0.31501 -2.05600
H -2.85093 -0.13671 -1.27710
N -0.16993 -1.46441 3.19100
C -0.06073 -1.04871 1.92870
N -0.26873 0.16869 1.61400
C -0.41343 0.68789 2.94930
C -0.44203 1.97629 3.59150
C -0.55503 2.10389 4.98850
C -0.60243 0.97929 5.80890
C -0.50153 -0.27991 5.23730
C -0.39373 -0.36561 3.85130
H -0.05933 -2.43581 3.55890
H 0.10877 -1.57701 1.11150
H -0.36773 2.91979 3.14150
H -0.58803 3.08849 5.43930
H -0.67523 1.08819 6.88330
H -0.47533 -1.16711 5.85750
```

As for the charge: +1. As for the HOMO energy (alpha / beta): -0.364 / -0.364 hartree. As for the total energy: -2016.03132 Eh.


| no. | maximum force (hartree/bohr) |
| --- | --- |
| 1 | 0.1596 |
| 2 | 0.3292 |